Computed, not measured: a molecular structure, C33H51BrN8O4Rb, with the ωB97M-V functional and the def2-TZVPD basis.

XYZ file:
```
98
Properties=species:S:1:pos:R:3
Rb 0.385 -0.903 1.311
C 2.008 -4.390 1.053
O 1.787 -3.255 1.875
C 1.891 -3.568 3.259
C 2.085 -2.299 4.055
O 1.005 -1.384 3.924
C -0.005 -1.518 4.907
C -1.109 -0.541 4.581
O -1.852 -0.916 3.424
C -2.826 -1.917 3.687
H 3.021 -4.777 1.186
H 1.881 -4.075 0.018
H 1.291 -5.186 1.279
H 2.761 -4.211 3.434
H 0.999 -4.121 3.583
H 2.976 -1.781 3.697
H 2.242 -2.552 5.108
H 0.404 -1.298 5.900
H -0.391 -2.543 4.931
H -0.677 0.440 4.378
H -1.782 -0.439 5.439
H -3.517 -1.582 4.465
H -2.368 -2.860 3.992
H -3.374 -2.078 2.759
Br 4.747 4.965 -6.227
C 5.309 4.520 -4.478
C 5.803 5.513 -3.646
C 6.218 5.172 -2.371
C 6.092 3.863 -1.915
C 5.624 2.870 -2.766
C 5.237 3.203 -4.055
N 6.604 3.636 -0.590
N 6.019 2.934 0.244
C 4.716 2.376 -0.025
C 4.570 1.018 0.041
C 3.345 0.394 -0.226
C 2.179 1.132 -0.466
O 1.021 0.593 -0.607
C 2.324 2.578 -0.473
N 1.192 3.309 -0.664
C 1.269 4.617 -0.660
C 2.464 5.319 -0.424
C 3.608 4.609 -0.207
C 3.580 3.195 -0.249
H 5.878 6.532 -4.000
H 6.646 5.911 -1.707
H 5.559 1.842 -2.439
H 4.875 2.440 -4.730
H 5.443 0.412 0.256
H 3.289 -0.689 -0.230
H 0.350 5.168 -0.836
H 2.457 6.400 -0.404
H 4.533 5.124 0.013
N -3.252 0.875 -2.755
C -4.154 1.737 -1.967
C -3.435 3.051 -1.640
C -2.376 2.896 -0.547
N -1.269 1.999 -1.011
C -3.021 2.367 0.727
C -3.706 1.017 0.521
N -2.655 -0.022 0.464
C -4.644 1.044 -0.691
H -3.237 1.189 -3.720
H -3.595 -0.079 -2.773
H -1.489 1.661 -1.954
H -5.050 1.980 -2.548
H -4.162 3.795 -1.307
H -2.980 3.453 -2.551
H -1.920 3.866 -0.343
H -1.240 1.106 -0.500
H -0.294 2.421 -0.967
H -3.750 3.109 1.060
H -2.278 2.282 1.526
H -4.346 0.838 1.393
H -2.975 -0.925 0.113
H -2.392 -0.169 1.436
H -5.544 1.578 -0.376
H -4.974 0.026 -0.925
C -1.929 -3.961 0.533
C -1.715 -5.303 -0.220
N -2.281 -5.217 -1.562
C -3.711 -4.929 -1.458
C -3.923 -3.576 -0.728
N -2.627 -3.003 -0.337
C -1.818 -2.791 -1.547
C -1.625 -4.137 -2.297
H -0.968 -3.525 0.823
H -2.523 -4.092 1.440
H -2.192 -6.134 0.303
H -0.653 -5.541 -0.311
H -4.186 -5.749 -0.918
H -4.134 -4.911 -2.463
H -4.531 -3.695 0.172
H -4.429 -2.850 -1.371
H -0.861 -2.352 -1.252
H -2.324 -2.050 -2.171
H -0.567 -4.384 -2.405
H -2.053 -4.097 -3.300
```

Its total charge is +1. Its relative energy (zero: lowest compared OMol25 entry of this formula, charge and spin) is 15.92 kcal per mole. As for the LUMO energy: -0.07438 Eh. For the largest force on an atom, the calculation gives 0.68 eV/A. For the total energy, the calculation gives -4624.93786 Ha.